Entry 1:
C32H45BeN3O2P2 as an isolated structure, computed with wB97M-V/def2-TZVPD.

Output
Total charge ... 0
HOMO energy ... -6.91 eV
LUMO energy ... 0.09 eV

The geometry in XYZ format:
```
85
Properties=species:S:1:pos:R:3:mulliken_charge:R:1
C 4.10697 -1.36463 -0.53128 -1.638
H -1.21967 -2.70646 -0.63329 0.088
C 0.22701 -0.04244 -2.24666 -0.178
H -4.53866 2.11367 -2.85061 0.449
C 0.74836 2.53522 3.34619 0.284
C -0.32662 -0.88646 -3.28235 -0.693
C -1.92674 0.55501 -1.31205 -1.496
H 3.79470 -1.27936 -5.20740 0.299
C -1.73800 -2.88005 0.33138 0.846
H -3.72840 -3.11174 -0.52820 0.361
H -2.93723 -3.01992 3.19206 0.239
N 0.28677 3.55299 1.26538 -0.734
C 2.07938 1.39336 4.94793 -0.770
H -4.62033 -1.06677 -0.03923 0.007
N 0.26922 2.52278 1.99167 1.082
H 2.63656 3.76184 -0.52151 0.261
C 2.41137 -0.54258 -3.21463 -0.569
H 2.45266 3.48286 -2.23638 0.303
H -1.97497 2.07970 -2.75997 0.531
H -0.06478 -2.02639 -5.00123 0.382
C 2.14069 2.51757 5.73428 -0.579
C 3.71973 1.98343 -1.20211 0.818
C -2.66539 -0.23604 -0.43816 0.072
C -0.71417 -3.67299 1.19889 -1.514
H -6.44542 0.39301 -2.76662 0.407
C 3.13677 3.38862 -1.40892 -1.530
C -3.30841 0.40965 2.76702 -1.493
H 1.01942 -1.02069 0.97038 -0.378
C 1.39658 3.64727 5.32285 -0.357
C 1.63002 0.01751 -2.20403 0.840
H 3.34828 -0.22337 1.11970 0.674
H -1.22681 -3.99756 2.09975 0.345
H -4.10755 0.42620 3.51127 0.495
C 1.83608 -1.53785 0.41756 -1.215
H 4.06432 1.50240 -3.22572 0.438
H 2.38947 -1.43963 -6.34905 0.374
C 2.97702 -0.62882 0.13238 0.415
C -6.20610 0.34612 -1.71190 -1.576
C 2.75958 -1.72823 -5.37376 -1.664
H -3.56044 1.06674 1.94400 0.334
P -1.83751 -1.13237 0.95355 0.831
C 0.67126 3.65635 4.14750 -0.743
H -4.11736 -1.44596 1.90941 0.227
H -3.36922 -1.80660 4.42355 0.411
H -0.28215 -4.48869 0.62664 0.418
H 3.75083 -1.85029 -1.43299 0.304
H 4.42394 -2.17449 0.17134 0.444
H -1.43170 -0.97258 -3.24019 0.374
H -2.40838 0.84413 3.16704 0.114
H 4.92848 -0.70422 -0.74260 0.384
O 0.03593 1.31497 1.49593 0.130
C 1.86535 -1.26243 -4.26983 0.489
H 3.99485 4.03289 -1.58761 0.552
C -4.05506 -0.34169 -0.64362 -0.326
C 4.68310 1.68774 -2.34536 -1.621
Be 0.08009 1.58656 -0.13886 -0.205
H 5.24554 2.62091 -2.58177 0.398
H 1.29096 0.51823 3.09511 0.608
C -3.99115 1.41163 -2.24532 -1.080
H -6.75067 1.11225 -1.13605 0.316
H -6.57510 -0.62825 -1.27754 0.321
C 1.33661 1.35981 3.75541 -0.132
H -1.73268 -1.86033 3.81185 0.232
H 5.37406 0.88317 -2.20340 0.298
H 2.75534 2.59126 6.64760 0.373
C -3.13378 -1.08954 2.32844 0.762
H 2.57046 0.45752 5.28053 0.354
P 2.30817 0.86691 -0.77667 0.479
H 3.49359 -0.40017 -3.19015 0.343
H 1.48619 4.57041 5.84887 0.401
H -3.57907 -3.99650 0.94845 0.223
C -2.58509 1.37873 -2.20497 0.047
C -3.01201 -3.67418 0.06314 -1.537
H 0.18322 4.56568 3.80771 0.445
H 4.20237 1.96658 -0.23990 0.416
O -0.01476 3.20326 0.04331 -0.144
H 2.84259 -2.79206 -5.41448 0.342
H 2.09354 -2.42971 1.00475 0.884
C -4.71884 0.46623 -1.54189 0.574
H 1.37859 -1.88246 -0.51137 0.134
C 0.47261 -1.45877 -4.25100 -0.843
H 0.08353 -3.04590 1.48288 0.279
C -2.78253 -1.96726 3.50009 -1.356
H -2.78198 -4.56901 -0.48999 0.480
N -0.51341 0.59424 -1.29515 0.644
```



Entry 2:
A 7-piece molecular cluster, C32H45BrI2N6O2P overall, computed with wB97M-V/def2-TZVPD.

Output
Total charge ... -1
HOMO energy ... -5.64 eV
LUMO energy ... 2.06 eV

The geometry in XYZ format:
```
89
Properties=species:S:1:pos:R:3:mulliken_charge:R:1
H -0.20418 3.54843 2.20552 0.469
H -2.36155 2.79808 2.79009 0.419
C 2.75204 -0.95329 0.04289 -0.289
N 2.60494 7.58373 -2.85850 0.033
H -2.75457 -1.69917 0.90286 -0.081
H -0.46141 -0.02769 1.41432 -0.498
H -0.78433 -1.78558 0.39894 -0.146
C 3.94169 -1.60645 0.24056 -0.722
C -3.16022 -4.53238 -3.38770 -0.471
H -0.16292 1.80623 2.10467 -0.184
H 4.97748 -2.94395 -2.11691 0.378
C -3.20081 -5.27913 7.76517 -0.461
H -0.55297 -2.00978 6.01065 0.429
O -2.67955 0.27257 1.95009 -0.521
H -3.06381 -5.47136 9.93418 0.393
C 2.99406 9.73863 -3.17237 -0.401
H -1.69695 -7.74476 9.34470 0.379
I -0.36276 0.38691 4.41891 0.041
H -0.21091 3.73922 -0.25080 0.530
C 2.97845 8.74060 -2.23380 -0.462
I -1.66536 -4.00306 2.35545 -0.045
N 1.74135 -1.82172 0.34249 0.129
C -2.84151 -5.85810 8.95371 -0.393
C 5.39184 -0.96998 -4.74113 -0.843
H 0.75415 -1.60701 0.30077 0.008
C -0.02212 2.78562 0.23373 -0.540
H -2.04549 6.32463 -4.24187 0.396
H -3.74424 -4.37446 7.55295 0.374
C 5.93710 -2.16513 -5.12893 -0.442
C -2.07235 3.18818 -3.37442 -0.587
H -2.08696 -5.84144 -1.93319 0.368
C -2.84555 1.45922 1.21208 0.055
H 5.34104 -0.07764 -5.34273 0.371
C -0.62562 -2.56379 5.07680 -1.388
C -3.55542 -3.17579 -3.22909 -0.652
H 3.19924 8.75497 -1.18045 0.369
N -2.53731 -3.83254 -1.38047 0.219
C 2.61225 9.15879 -4.41266 -0.447
C 3.63035 -2.92517 0.67360 -0.752
H 4.32760 -3.70925 0.92205 0.438
C -2.07628 -7.14911 7.28008 -0.494
H 6.40549 -2.46547 -6.05075 0.367
N 5.80148 -3.04196 -4.08604 -0.001
H -1.62989 -7.89133 6.64100 0.370
H -3.31491 -5.15881 -4.25143 0.379
H 4.41895 -0.39327 -2.80368 0.501
O -1.92157 -0.03569 -0.39188 -0.648
C -2.12653 -7.04701 8.64535 -0.387
H 4.92392 -1.18728 0.09180 0.546
C -2.53296 -4.90617 -2.22709 -0.523
H -0.29796 1.95114 -0.39902 0.074
C -0.85680 -1.62023 3.91311 0.203
H -2.13923 -3.83071 -0.45127 0.131
H 3.24944 10.76918 -2.99030 0.381
C -0.52254 4.77452 -3.73641 -0.183
H 0.03604 2.69146 -3.12624 0.488
H 0.42118 5.28602 -3.82814 0.413
H -2.24538 1.99507 -0.78061 -0.299
H 6.10814 -3.99585 -4.08997 0.174
C -0.58700 2.69123 1.63987 -0.251
H -2.53120 3.58757 1.22516 0.394
H 1.61873 -3.83880 1.00691 0.363
H 0.29597 -3.11860 4.89632 0.314
H -2.63963 2.29983 -3.15481 0.586
N -2.73367 -6.07205 6.75499 0.022
P -1.60712 -0.83712 1.14736 1.788
N -2.69274 4.35598 -3.72906 0.000
H 2.51150 6.68968 -2.41122 0.190
C 4.90963 -1.13325 -3.41318 0.020
H -3.91397 1.71230 1.32401 0.263
H -3.24112 -1.83198 -1.46748 0.271
C -2.11995 2.70783 1.72773 -0.912
H 2.52641 0.05095 -0.27624 0.182
H -1.45561 -3.26088 5.18237 0.290
H -2.85384 -5.88921 5.77525 0.197
C -0.72296 3.41654 -3.37024 -0.606
H -3.67531 1.02464 -0.76148 0.227
H -4.06960 -2.56231 -3.95088 0.388
C -1.28432 -1.92698 2.69345 -0.326
C -3.15344 -2.77488 -1.97889 -0.235
H 2.07146 7.03899 -4.84867 0.377
H -3.68425 4.47971 -3.80837 0.197
H 2.51909 9.66018 -5.36145 0.395
Br 1.94982 2.65082 0.37513 -0.253
C 2.37867 7.82859 -4.18430 -0.426
C -1.75637 5.32890 -3.95208 -0.672
C -2.68545 1.11369 -0.29058 0.062
C 2.26226 -3.02207 0.72631 -0.282
C 5.17874 -2.42099 -3.03662 -0.529
```



Entry 3:
C32H45GeIrN2O3PS7Se as an isolated structure, computed with wB97M-V/def2-TZVPD.

Output
Spin multiplicity ... 2
Relative energy (zero: lowest compared OMol25 entry of this formula, charge and spin) ... 0.0 kJ/mol
Total charge ... +2
HOMO energy (alpha / beta) ... -13.05 / -13.05 eV
⟨S²⟩ ... 0.754
LUMO energy (alpha / beta) ... -4.94 / -7.52 eV

The geometry in XYZ format:
```
93
Properties=species:S:1:pos:R:3:mulliken_charge:R:1
C 0.69916 2.91796 -5.07839 -0.995
H -3.59427 5.65694 3.22931 0.467
H -0.43634 1.02593 -5.19560 0.688
H -4.61695 3.14977 0.53855 0.323
H -2.00128 5.92932 2.52464 0.400
C -2.91069 0.10658 -1.57254 0.016
H -2.50575 1.23220 5.60245 0.395
H 2.48270 0.99467 -2.03720 -0.274
H -5.19201 7.57088 1.05148 0.381
C -0.87616 1.73127 4.27958 1.025
C -2.27009 5.26584 -0.69069 -1.025
Ge -3.74757 5.53623 0.70009 0.378
C -4.39673 7.32675 0.34658 -1.096
C 4.11443 -2.87578 -0.46303 -0.419
C -1.97424 0.67679 -2.38817 -0.687
C 1.18685 -2.91071 -3.10737 -0.929
C 0.79750 -2.23254 5.56146 -1.324
C 0.07158 1.74631 -4.56862 -0.468
H 0.44791 2.91619 0.68755 -0.291
H -5.37699 4.17240 -0.68611 0.348
C -0.52572 -1.92766 -1.91157 -0.608
P -0.23495 -0.51659 2.88514 0.613
C -1.63206 1.88241 5.57798 -1.623
H -5.12018 -0.00024 -1.43513 0.482
N 2.38399 -1.35712 -0.55560 0.860
C -0.37407 -2.62548 4.69211 0.632
H 0.72940 3.17595 -6.12708 0.507
H -2.28178 -4.21687 0.41420 0.444
H 4.67380 -3.77911 -0.28227 0.499
C -4.25081 0.37697 -1.95554 -1.406
C -5.04608 4.13458 0.35200 -1.074
C 1.91922 -4.76040 0.82550 -0.498
Ir 0.45919 -0.86133 0.06832 1.353
H 1.03198 2.33429 5.06671 0.343
C -4.31724 1.15908 -3.06462 -0.425
H -3.60081 8.06208 0.45951 0.376
H 1.74240 -2.44573 5.06168 0.327
H 0.10646 3.62274 4.29314 0.431
C -1.78074 -3.64042 1.19458 -1.156
C 1.81864 -3.47258 0.43268 -0.446
H -1.48913 6.01327 -0.55794 0.508
H 1.84684 -3.63849 -3.55452 0.538
S 1.08764 2.94518 -2.55771 0.205
S -1.49296 -0.19423 1.35428 -0.779
H -1.86564 -2.97881 6.16716 0.497
H 0.93406 2.41457 3.29947 0.246
C -2.90867 5.32910 2.44758 -0.785
H 0.76281 -2.80987 6.48605 0.483
H -1.44282 -1.91104 -1.33519 0.728
C -0.00688 -0.82397 -2.55515 -0.932
H 1.83638 4.57847 -4.21016 0.524
C 3.30337 0.81421 -1.35236 -0.605
H -1.97042 2.91378 5.68273 0.467
C -0.10798 3.84907 0.62210 -0.230
O 0.06354 0.87780 -0.98721 -0.222
H -1.53321 1.94353 3.43177 -0.110
C 1.27243 3.66519 -4.10078 -0.860
H -0.53209 4.12196 1.58709 0.159
O -0.24439 -2.00829 3.34875 -0.066
H -4.80075 7.39681 -0.66291 0.371
H 2.78090 -5.40690 0.79134 0.536
H -5.19558 1.50589 -3.58701 0.525
C -0.43171 0.60665 -2.27535 4.305
C -0.30663 -3.79223 1.04423 0.264
S 4.84023 -1.48462 -1.12484 -0.179
S 1.51679 -0.09984 1.96171 -0.672
H -0.09361 -4.10860 -1.85632 0.624
H 3.11716 1.39421 -0.44592 0.210
C 0.17735 -3.12922 -2.22669 -0.645
Se -1.55525 3.52224 -0.60196 0.192
C 2.81453 -2.62295 -0.19212 -0.436
S 1.30977 -1.25777 -3.55044 -0.060
H -0.98822 1.64602 6.42579 0.327
H -0.30232 -3.68300 4.43775 0.462
N 0.56012 -2.90728 0.59354 0.327
H 4.23138 1.15832 -1.80524 0.606
H -1.82188 -1.30528 5.60963 0.184
H -2.11088 -4.03015 2.15730 0.437
H 0.75909 -1.17504 5.82156 0.192
H -2.07842 -2.60164 1.12295 0.031
H -2.66988 -0.48515 -0.70850 0.237
S 0.39725 -5.31211 1.35659 -0.232
S -2.76353 1.56235 -3.64046 0.046
C 0.38022 2.56843 4.22391 -1.293
H 0.51003 4.65399 0.23187 0.523
O -0.53905 0.29770 4.18605 0.210
C -1.73223 -2.34223 5.29159 -1.302
H -2.53031 -2.57073 4.58411 0.301
C 0.16876 1.63537 -3.21515 -1.181
H -5.92095 4.25435 0.99172 0.432
H -2.74995 5.38043 -1.66401 0.495
C 3.37696 -0.62637 -1.02005 -0.076
H -2.66729 4.27993 2.63299 -0.069
```



Calculated energy in order - -61459.000; -142481.240; -252863.745 eV